Entry 1:
ORCA calculation (the ωB97M-V functional and the def2-TZVPD basis) on an isolated molecule of C9H15FINO.

LUMO level: 0.201 eV
molar mass: 299.1 g mol⁻¹
HOMO level: -9.50 eV
gap between HOMO and LUMO: 9.70 eV
energy relative to the best compared isomer or geometry (same formula, charge and spin): 0.0 kJ/mol

```
28
C9H15FINO (the ωB97M-V functional and the def2-TZVPD basis)
C 0.574 -0.014 -0.538
C -0.686 0.809 -0.312
C -0.482 -0.398 -2.443
C 2.395 -1.443 0.364
C 2.711 1.025 0.036
C -2.718 1.161 1.099
C -1.812 -1.164 0.804
C 1.712 -0.078 0.416
C -1.460 0.314 0.939
N 0.590 -0.624 -1.651
O -1.432 0.711 -1.459
F -1.262 -1.432 -2.690
I -0.051 0.656 -4.242
H -0.385 1.858 -0.150
H 2.870 -1.585 -0.606
H 1.673 -2.244 0.511
H 3.152 -1.508 1.143
H 2.264 2.013 0.119
H 3.052 0.879 -0.987
H 3.571 0.973 0.700
H -3.331 1.074 0.205
H -2.462 2.209 1.240
H -3.296 0.824 1.957
H -2.387 -1.492 1.666
H -0.915 -1.777 0.734
H -2.411 -1.323 -0.090
H 1.340 0.115 1.426
H -0.813 0.461 1.811
```

Here are the Mulliken charges for atoms 1 to 2, given in e: -0.2992, 0.5042



Entry 2:
ORCA calculation (the ωB97M-V functional and the def2-TZVPD basis) on an isolated molecule of C9H15N.

LUMO level: 1.078 eV
molar mass: 137.2 g mol⁻¹
HOMO level: -7.66 eV
gap between HOMO and LUMO: 8.74 eV
energy relative to the best compared isomer or geometry (same formula, charge and spin): 644.2 kJ/mol

```
25
C9H15N (the ωB97M-V functional and the def2-TZVPD basis)
C -2.470 -1.190 0.463
C -1.641 1.048 -0.509
C -0.068 1.866 -0.542
C 0.876 1.270 0.507
C 0.087 0.126 1.230
C -0.075 -0.592 -0.285
C 1.041 -1.777 -0.453
C 2.252 -0.889 -0.201
C 2.186 0.482 0.106
H -3.457 -0.892 0.121
H -2.221 -0.989 1.556
H -2.429 -2.170 -0.010
H -2.142 1.610 0.344
H -2.238 1.341 -1.516
H 0.167 1.778 -1.635
H -0.066 2.872 -0.051
H 1.156 2.093 1.204
H -0.904 0.543 1.546
H 0.792 -0.501 1.903
H 0.280 0.098 -0.860
H 0.952 -2.738 0.304
H 1.150 -2.211 -1.526
H 3.350 -1.231 -0.443
H 3.216 0.881 0.242
N -1.534 -0.363 -0.440
```

Here are the Mulliken charges for atoms 1 to 2, given in e: -0.9691, -0.6232



Entry 3:
ORCA calculation (the ωB97M-V functional and the def2-TZVPD basis) on the ion C9H15N2O2 with charge +1.

LUMO level: -4.580 eV
molar mass: 183.2 g mol⁻¹
HOMO level: -13.44 eV
gap between HOMO and LUMO: 8.86 eV
total charge: +1
energy relative to the best compared isomer or geometry (same formula, charge and spin): 254.8 kJ/mol

```
28
C9H15N2O2 (the ωB97M-V functional and the def2-TZVPD basis)
C -3.462 0.102 -0.222
C -2.086 -0.412 0.329
C 0.931 0.420 -0.704
C -0.959 1.793 0.403
C 0.218 0.745 0.539
C 2.049 -0.639 -0.595
C 1.146 0.888 1.730
C 1.720 -1.824 -0.212
C 3.429 -0.143 -0.830
N -4.300 -0.840 -0.629
N -1.182 0.434 0.718
O -3.691 1.263 -0.362
O -1.813 -1.662 0.267
H 0.330 0.088 -1.511
H 1.410 1.332 -1.127
H -1.035 2.568 1.170
H -1.178 2.191 -0.584
H 1.201 -0.163 2.127
H 0.876 1.764 2.405
H 2.126 1.119 1.281
H 0.730 -2.138 -0.219
H 2.372 -2.717 0.019
H -0.829 -1.814 0.359
H 3.411 0.524 -1.772
H 4.106 -0.944 -1.143
H 3.844 0.467 0.019
H -4.071 -1.803 -0.553
H -5.291 -0.599 -0.903
```

Here are the Mulliken charges for atoms 1 to 2, given in e: 0.4006, 0.7569



Q: Which of these has the highest molar mass?
A: C9H15FINO



Q: molar mass of number 1 (C9H15FINO)?
A: 299.1 g mol⁻¹



Q: Among the records above, which one has the lowest HOMO level?
A: C9H15N2O2



Repeat the first record exactly.
ORCA calculation (the ωB97M-V functional and the def2-TZVPD basis) on an isolated molecule of C9H15FINO.

LUMO level: 0.201 eV
molar mass: 299.1 g mol⁻¹
HOMO level: -9.50 eV
gap between HOMO and LUMO: 9.70 eV
energy relative to the best compared isomer or geometry (same formula, charge and spin): 0.0 kJ/mol

```
28
C9H15FINO (the ωB97M-V functional and the def2-TZVPD basis)
C 0.574 -0.014 -0.538
C -0.686 0.809 -0.312
C -0.482 -0.398 -2.443
C 2.395 -1.443 0.364
C 2.711 1.025 0.036
C -2.718 1.161 1.099
C -1.812 -1.164 0.804
C 1.712 -0.078 0.416
C -1.460 0.314 0.939
N 0.590 -0.624 -1.651
O -1.432 0.711 -1.459
F -1.262 -1.432 -2.690
I -0.051 0.656 -4.242
H -0.385 1.858 -0.150
H 2.870 -1.585 -0.606
H 1.673 -2.244 0.511
H 3.152 -1.508 1.143
H 2.264 2.013 0.119
H 3.052 0.879 -0.987
H 3.571 0.973 0.700
H -3.331 1.074 0.205
H -2.462 2.209 1.240
H -3.296 0.824 1.957
H -2.387 -1.492 1.666
H -0.915 -1.777 0.734
H -2.411 -1.323 -0.090
H 1.340 0.115 1.426
H -0.813 0.461 1.811
```

Here are the Mulliken charges for atoms 1 to 2, given in e: -0.2992, 0.5042